1.
Molecular formula: C46H61BClGeN7SeV
Method: DFT, ωB97M-V/def2-TZVPD

## Properties
- 2S+1: 2
- Calculated total energy: -8079.78985 Ha
- Charge: +2
- Orbital gap (spin up / spin down): 6.159 / 6.939 eV
- E_LUMO (spin up / spin down): -7.705 / -6.948 eV

Each line ends with the Löwdin charge.
Atoms and positions in Å:
V1 0.03754 0.61146 -0.33767  0.806
C1 1.73260 -3.22133 -2.13840  -0.045
C2 2.10114 -1.78997 -2.55674  -0.341
C3 1.03562 -1.11853 -3.43204  -0.064
C4 2.59530 -0.95272 -1.39975  -0.203
C5 3.92809 -0.85905 -1.05030  0.064
C6 4.03223 0.07386 -0.02553  -0.156
C7 5.30302 0.36410 0.72915  -0.328
C8 5.69771 1.83944 0.85895  -0.043
C9 5.27065 -0.37959 2.07705  -0.031
N1 2.79711 0.54794 0.22284  0.080
N2 1.88780 -0.11479 -0.59537  -0.034
B1 2.28082 1.73313 1.09934  -0.437
N3 1.44197 2.69418 0.13688  0.083
N4 0.94983 2.17074 -1.04635  -0.043
C10 0.70754 3.16516 -1.91847  -0.195
C11 1.00594 4.35698 -1.26967  0.083
C12 1.44950 4.04101 0.01408  -0.150
C13 1.79836 5.01915 1.10119  -0.327
C14 1.06745 4.68548 2.40554  -0.035
C15 3.31192 5.19614 1.28884  -0.029
C16 0.28526 2.91571 -3.34396  -0.345
C17 0.28000 4.21935 -4.13791  -0.055
C18 -1.06020 2.19541 -3.47518  -0.052
N5 1.28786 1.13377 2.14190  0.086
N6 0.18209 0.52293 1.57536  -0.017
C19 -0.59193 0.01372 2.58898  -0.193
C20 0.06592 0.25525 3.76520  0.063
C21 1.23496 0.98221 3.46996  -0.124
C22 2.16495 1.48770 4.55943  -0.317
C23 1.33236 2.29398 5.57209  -0.040
C24 3.41454 2.28618 4.19230  -0.051
C25 -1.96316 -0.57844 2.44165  -0.374
C26 -3.00862 0.46863 2.85783  -0.031
C27 -2.10927 -1.85553 3.27192  -0.037
H1 1.45480 -3.80160 -3.02272  0.087
H2 2.58214 -3.71917 -1.66617  0.091
H3 0.89934 -3.24520 -1.43790  0.027
H4 2.99049 -1.88080 -3.17896  0.139
H5 0.01971 -1.29469 -3.08165  0.010
H6 1.20518 -0.04038 -3.50728  0.068
H7 1.08695 -1.52287 -4.44415  0.095
H8 4.74725 -1.40764 -1.49375  0.138
H9 6.07320 -0.11139 0.12469  0.137
H10 5.09779 2.37173 1.59400  0.038
H11 6.73716 1.89630 1.18556  0.094
H12 5.61955 2.36310 -0.09803  0.096
H13 4.37435 -0.12844 2.64638  0.062
H14 5.27280 -1.46152 1.92705  0.091
H15 6.14636 -0.11732 2.67541  0.095
H16 3.15677 2.32710 1.61134  0.085
H17 0.92394 5.35487 -1.67657  0.133
H18 1.40674 5.96841 0.73986  0.142
H19 1.39665 3.72713 2.80740  0.039
H20 1.26934 5.45495 3.15332  0.099
H21 -0.01361 4.63610 2.25346  0.095
H22 3.79851 4.26582 1.59080  0.048
H23 3.78717 5.54547 0.36699  0.094
H24 3.49659 5.94314 2.06611  0.095
H25 1.04885 2.26312 -3.76924  0.134
H26 -0.48322 4.90648 -3.75794  0.095
H27 1.25010 4.72067 -4.09816  0.092
H28 0.05211 4.01337 -5.18442  0.092
H29 -1.87293 2.81302 -3.08713  0.069
H30 -1.26271 1.98772 -4.52679  0.097
H31 -1.07932 1.23776 -2.95173  0.045
H32 -0.26867 -0.03447 4.75059  0.136
H33 2.49146 0.57455 5.06426  0.153
H34 0.95220 3.21168 5.11345  0.085
H35 0.48439 1.73113 5.96307  0.077
H36 1.96623 2.57429 6.41531  0.095
H37 3.16820 3.24496 3.73397  0.067
H38 3.95664 2.50145 5.11600  0.100
H39 4.09201 1.74826 3.53980  0.047
H40 -2.14508 -0.82747 1.40048  0.046
H41 -2.86520 0.75936 3.90285  0.095
H42 -2.94596 1.36966 2.24332  0.065
H43 -4.01269 0.05093 2.75006  0.080
H44 -2.09143 -1.63506 4.34300  0.088
H45 -3.06618 -2.33126 3.04714  0.091
H46 -1.31411 -2.57204 3.05801  0.082
Cl1 -0.91111 -1.37472 -0.74583  0.511
Se1 -3.62931 3.55348 -0.43132  0.862
C28 -2.38570 2.39458 -0.35510  -0.869
N7 -1.49589 1.57522 -0.29870  -0.089
C29 -2.80020 -2.71911 -5.97665  -0.050
C30 -1.86394 -3.51991 -5.32914  -0.060
C31 -1.81159 -3.53746 -3.94302  -0.106
C32 -2.69584 -2.74219 -3.20873  -0.328
C33 -3.63886 -1.94368 -3.85896  -0.089
C34 -3.68696 -1.93510 -5.24725  -0.058
Ge1 -2.71845 -2.83363 -1.32091  0.930
C35 -4.26513 -2.06507 -0.50833  -0.307
C36 -5.36300 -2.91824 -0.36318  -0.086
C37 -6.54920 -2.43144 0.17127  -0.052
C38 -6.63853 -1.10265 0.57169  -0.050
C39 -5.54763 -0.25399 0.42964  -0.074
C40 -4.36194 -0.73274 -0.11535  -0.125
C41 -2.06058 -4.44446 -0.55109  -0.316
C42 -0.98353 -4.50347 0.33069  -0.135
C43 -0.61414 -5.72090 0.88705  -0.062
C44 -1.31817 -6.87555 0.56560  -0.054
C45 -2.38765 -6.82074 -0.32046  -0.055
C46 -2.76024 -5.60711 -0.88531  -0.101
H47 -2.84485 -2.71499 -7.05993  0.117
H48 -1.18716 -4.13984 -5.90578  0.115
H49 -1.09726 -4.17711 -3.43555  0.101
H50 -4.33495 -1.33782 -3.28858  0.105
H51 -4.42597 -1.32932 -5.75841  0.115
H52 -5.30495 -3.96243 -0.65655  0.102
H53 -7.40354 -3.09068 0.27517  0.117
H54 -7.56236 -0.72956 0.99620  0.117
H55 -5.61847 0.78237 0.73980  0.104
H56 -3.52028 -0.06413 -0.23657  0.056
H57 -0.42665 -3.61134 0.58748  0.059
H58 0.22409 -5.76992 1.57101  0.112
H59 -1.02748 -7.82479 1.00334  0.117
H60 -2.92920 -7.72384 -0.57883  0.117
H61 -3.58415 -5.58254 -1.59362  0.108

***

2.
Molecular formula: C46H61CrGe2N3O5S2Te
Method: DFT, ωB97M-V/def2-TZVPD

## Properties
- 2S+1: 4
- Relative energy (zero: lowest compared OMol25 entry of this formula, charge and spin): 85.5 kcal per mole
- Calculated total energy: -8592.66954 Ha
- Charge: -1
- Orbital gap (spin up / spin down): 6.722 / 5.503 eV
- E_LUMO (spin up / spin down): 1.412 / 0.349 eV

Each line ends with the Löwdin charge.
Atoms and positions in Å:
Cr1 -0.08320 0.36040 -0.22020  0.047
C1 -0.20730 6.99750 3.93570  -0.056
C2 -0.33560 5.54100 3.60660  -0.277
C3 -0.34160 5.10250 2.28770  -0.027
C4 -0.47290 3.75400 1.99740  -0.078
C5 -0.60240 2.83850 3.02360  -0.242
C6 -0.56570 3.25670 4.33910  -0.050
C7 -0.44580 4.60280 4.62570  -0.040
S1 -0.73090 1.06360 2.72820  0.585
O1 -1.98610 0.75210 2.07310  -0.371
O2 -0.51330 0.48420 4.03410  -0.308
N1 0.38060 0.65250 1.67600  -0.350
C8 1.73590 0.80520 2.11260  -0.197
C9 2.64460 0.89670 0.86600  -0.698
O3 3.80500 1.24660 0.96080  0.045
O4 2.06050 0.53830 -0.21470  -0.296
H1 0.46360 7.49240 3.23760  0.074
H2 0.16770 7.13070 4.94820  0.072
H3 -1.17790 7.48850 3.86830  0.081
H4 -0.23720 5.81700 1.48070  0.120
H5 -0.44610 3.41640 0.97380  0.082
H6 -0.62560 2.51680 5.11960  0.106
H7 -0.42200 4.92330 5.65670  0.107
H8 2.06570 -0.06730 2.70890  0.120
H9 1.86460 1.69880 2.74410  0.125
C10 -3.18320 2.02130 -3.48960  -0.182
C11 -2.19870 2.55330 -2.46340  -0.341
Ge1 -2.22660 1.53810 -0.66810  0.916
C12 -3.31390 2.83220 0.49180  -0.330
C13 -4.37680 3.63170 -0.24090  -0.177
C14 -3.72660 0.27920 -0.78200  -0.241
C15 -3.60360 -0.89430 -0.17450  -0.346
Ge2 -1.67110 -1.54120 0.09960  0.807
C16 -1.81280 -2.77260 1.72090  -0.342
C17 -1.24790 -2.17810 2.99710  -0.219
C18 -1.66550 -2.87980 -1.47920  -0.385
C19 -2.57670 -2.46590 -2.62040  -0.184
C20 -4.75700 -1.71370 0.17640  -0.238
C21 -4.75810 -3.10290 0.07520  -0.060
C22 -5.88930 -3.83620 0.38250  -0.088
C23 -7.04210 -3.20080 0.81420  -0.112
C24 -7.05230 -1.82000 0.92970  -0.096
C25 -5.92500 -1.08500 0.62020  -0.032
H10 -3.06420 2.52760 -4.45130  0.060
H11 -4.20180 2.16670 -3.14100  0.054
H12 -3.03320 0.95340 -3.63780  0.045
H13 -2.40490 3.60810 -2.27920  0.047
H14 -1.19810 2.51800 -2.89400  0.004
H15 -2.67340 3.51360 1.04570  0.031
H16 -3.79880 2.19310 1.22530  0.051
H17 -3.94660 4.31910 -0.96730  0.051
H18 -4.95390 4.22010 0.47630  0.063
H19 -5.06330 2.97910 -0.77510  0.051
H20 -4.70470 0.62530 -1.09590  0.062
H21 -1.29090 -3.70110 1.46960  0.044
H22 -2.86790 -3.00240 1.87120  0.050
H23 -0.24260 -1.78020 2.83050  0.023
H24 -1.19690 -2.91580 3.79920  0.071
H25 -1.86600 -1.35390 3.33790  0.047
H26 -1.92180 -3.88350 -1.13250  0.058
H27 -0.64940 -2.93290 -1.86380  -0.023
H28 -3.61820 -2.47060 -2.31250  0.052
H29 -2.46730 -3.13480 -3.47310  0.064
H30 -2.31970 -1.45730 -2.93930  0.027
H31 -3.85860 -3.59400 -0.25890  0.087
H32 -5.86690 -4.91340 0.28740  0.097
H33 -7.92600 -3.77320 1.06290  0.091
H34 -7.94790 -1.31720 1.26820  0.095
H35 -5.93240 -0.00960 0.72040  0.108
C26 -0.72530 0.13160 -6.04190  -0.062
C27 0.63920 0.03260 -5.36180  -0.244
N2 0.97900 1.21910 -4.61670  -0.124
C28 1.46050 2.37640 -5.33900  -0.205
C29 0.37120 3.42340 -5.56310  -0.068
C30 0.80860 1.31490 -3.28340  -0.631
S2 0.11900 -0.02910 -2.46340  0.767
N3 1.25980 2.42610 -2.73080  0.123
C31 1.13820 2.80810 -1.47260  -0.392
O5 0.35540 2.34790 -0.59040  -0.183
C32 1.97860 3.96880 -1.11270  -0.106
C33 2.40210 4.87970 -2.07850  -0.018
C34 3.22200 5.93070 -1.71820  -0.088
C35 3.62590 6.07720 -0.39890  -0.091
C36 3.18570 5.18710 0.56450  -0.064
C37 2.35850 4.14010 0.21340  -0.008
H36 -1.02900 -0.84680 -6.40610  0.074
H37 -0.70210 0.82730 -6.87920  0.064
H38 -1.46310 0.46820 -5.31910  0.057
H39 1.42600 -0.13470 -6.10560  0.119
H40 0.62960 -0.80550 -4.66380  0.063
H41 1.85110 2.03230 -6.29930  0.116
H42 2.27240 2.81730 -4.75330  0.110
H43 -0.45740 3.00880 -6.13100  0.059
H44 0.77440 4.27910 -6.09980  0.070
H45 -0.00580 3.76330 -4.60370  0.061
H46 2.07180 4.75100 -3.09870  0.100
H47 3.54200 6.64850 -2.46290  0.097
H48 4.27670 6.89430 -0.11880  0.096
H49 3.48680 5.30530 1.59280  0.107
H50 2.02960 3.43580 0.96320  0.104
C38 2.32210 -8.44090 0.03010  -0.054
C39 1.99840 -6.97350 0.03590  -0.274
C40 1.91250 -6.26630 1.22420  -0.026
C41 1.63950 -4.90770 1.25420  -0.312
C42 1.61480 -4.24260 2.59550  -0.080
C43 1.41910 -4.19640 0.06330  -0.342
Te1 1.26990 -1.97010 0.13670  1.450
C44 1.53680 -4.90130 -1.14410  -0.302
C45 1.42680 -4.25890 -2.50000  -0.085
C46 1.80190 -6.26770 -1.13800  -0.029
H51 2.80630 -8.72520 0.96260  0.071
H52 2.98540 -8.68340 -0.79900  0.074
H53 1.41150 -9.03220 -0.07770  0.080
H54 2.07350 -6.78640 2.15930  0.110
H55 1.91930 -4.94130 3.37060  0.075
H56 0.61220 -3.88870 2.80760  0.046
H57 2.28850 -3.38550 2.60250  0.060
H58 1.48040 -3.17170 -2.42500  0.021
H59 0.48650 -4.54130 -2.97110  0.083
H60 2.24230 -4.59790 -3.13760  0.080
H61 1.86820 -6.78840 -2.08580  0.117

***

charge of number 1 (C46H61BClGeN7SeV)? +2

***

Among the records above, which one has the lowest 2S+1? C46H61BClGeN7SeV